ORCA calculation (ωB97M-V/def2-TZVPD) on C40H37ClN3O4OsS as an isolated structure.

E_LUMO (spin up / spin down)	-3.35 / -4.25	eV
total charge	+1
gap between HOMO and LUMO (spin up / spin down)	6.241 / 5.948	eV
E_tot	-80555.2320	eV
spin multiplicity	5

```
87
Properties=species:S:1:pos:R:3:lowdin_spin:R:1
Os 17.317 12.409 11.223 2.973
Cl 18.344 10.631 18.073 0.005
C 17.657 10.837 16.561 0.013
C 16.283 10.905 16.302 -0.003
C 15.813 11.055 15.067 0.011
C 16.738 11.361 13.964 0.003
O 16.277 11.665 12.781 0.113
C 18.107 11.340 14.268 0.016
C 19.346 11.614 13.483 0.011
O 19.540 11.984 12.292 0.139
C 18.538 10.994 15.568 0.000
H 15.647 10.744 17.205 0.000
H 14.820 11.130 14.661 0.000
H 20.291 11.527 14.072 0.003
H 19.594 11.050 15.704 0.000
C 17.289 14.594 14.072 0.004
C 17.428 15.338 12.718 0.018
C 17.358 16.730 12.708 -0.003
C 17.493 17.369 11.524 0.013
C 17.791 16.694 10.325 0.000
C 18.118 17.373 9.119 0.032
C 18.437 16.637 8.017 -0.002
C 18.331 15.250 8.019 0.036
C 18.150 14.536 9.170 0.025
S 18.306 12.777 9.232 0.225
C 17.828 15.294 10.391 0.013
N 17.619 14.634 11.610 0.016
H 17.104 15.353 14.893 0.000
H 18.234 14.071 14.209 0.001
H 16.457 13.864 14.113 0.000
H 17.176 17.163 13.681 0.000
H 17.436 18.421 11.427 0.001
H 18.150 18.430 9.133 0.002
H 18.609 17.183 7.132 -0.001
H 18.485 14.662 7.078 0.001
C 15.765 10.825 6.129 0.001
N 14.923 10.368 7.258 0.001
C 13.520 10.451 7.017 0.000
C 15.284 10.876 8.568 0.007
C 16.213 9.986 9.373 0.021
C 16.115 8.655 8.973 -0.004
C 16.649 7.679 9.771 0.023
C 17.490 8.036 10.815 -0.002
C 17.547 9.392 11.214 0.031
C 16.957 10.436 10.524 -0.010
H 15.515 10.098 5.330 0.000
H 16.829 10.749 6.346 0.000
H 15.497 11.825 5.814 0.000
H 13.154 9.908 6.186 0.000
H 13.102 11.483 7.031 0.000
H 12.993 9.887 7.785 0.000
H 14.495 10.996 9.223 0.002
H 15.659 11.914 8.521 0.003
H 15.561 8.446 8.103 -0.001
H 16.542 6.648 9.608 0.002
H 17.898 7.307 11.463 -0.001
H 18.162 9.655 12.031 0.003
C 11.412 12.775 9.269 0.000
O 11.567 11.449 9.703 0.000
C 10.770 10.908 10.692 0.000
C 9.415 11.008 10.554 0.000
C 8.631 10.273 11.399 0.000
C 9.231 9.520 12.460 0.000
C 10.620 9.558 12.720 0.000
C 11.386 10.259 11.767 0.000
N 12.799 10.222 11.824 0.007
C 13.676 11.192 11.733 0.009
C 13.404 12.570 11.909 0.013
C 12.363 13.037 12.701 -0.001
C 12.309 14.440 12.859 0.012
C 13.305 15.232 12.342 -0.001
C 14.407 14.721 11.618 0.014
C 14.427 13.398 11.398 0.023
O 15.334 12.815 10.725 0.183
H 12.326 13.157 8.783 0.000
H 11.220 13.268 10.247 0.000
H 10.563 12.891 8.547 0.000
H 9.010 11.580 9.697 0.000
H 7.551 10.229 11.162 0.000
H 8.646 8.911 13.126 0.000
H 11.124 8.978 13.486 0.000
H 13.176 9.369 11.431 0.000
H 14.655 10.846 11.556 0.000
H 11.731 12.301 13.130 0.000
H 11.472 14.838 13.415 0.001
H 13.277 16.295 12.423 0.000
H 15.158 15.382 11.189 0.001
```

ORCA calculation (ωB97M-V/def2-TZVPD) on C40H37N7O8PS2V as an isolated structure.

E_LUMO (spin up / spin down)	2.39 / 2.39	eV
total charge	-1
gap between HOMO and LUMO (spin up / spin down)	5.140 / 5.927	eV
E_tot	-125543.5570	eV
spin multiplicity	2

```
96
Properties=species:S:1:pos:R:3:lowdin_spin:R:1
V -1.081 -0.141 -0.290 0.641
C 4.976 0.913 -5.871 0.000
C 4.101 1.111 -4.668 0.000
C 4.102 2.305 -3.959 0.000
C 3.276 2.472 -2.857 0.000
C 2.441 1.443 -2.463 0.001
C 2.424 0.249 -3.166 0.000
C 3.255 0.083 -4.259 0.000
S 1.260 1.638 -1.098 -0.001
O 1.884 0.941 0.005 0.002
O 1.056 3.063 -0.969 -0.002
N -0.019 0.830 -1.612 -0.004
C -0.693 1.257 -2.712 0.000
C -0.230 2.054 -3.761 0.030
C -1.059 2.324 -4.845 -0.004
C -2.345 1.838 -4.917 0.027
C -2.879 1.092 -3.849 0.005
C -4.213 0.639 -3.787 0.111
C -4.631 0.009 -2.634 0.001
C -3.760 -0.171 -1.568 0.101
N -2.476 0.206 -1.597 0.015
C -2.044 0.818 -2.736 0.023
H 5.374 1.860 -6.230 0.000
H 4.409 0.441 -6.670 0.000
H 5.807 0.256 -5.615 0.000
H 4.737 3.118 -4.288 0.000
H 3.233 3.406 -2.317 0.000
H 1.724 -0.521 -2.869 0.000
H 3.236 -0.839 -4.826 0.000
H 0.761 2.476 -3.732 0.002
H -0.671 2.937 -5.649 -0.001
H -2.958 2.051 -5.781 0.001
H -4.880 0.809 -4.619 0.007
H -5.649 -0.337 -2.539 -0.003
H -4.126 -0.633 -0.665 0.005
N -2.451 -1.044 1.046 0.001
N -2.817 -2.296 0.512 0.001
C -1.985 -2.814 -0.503 0.003
O -2.168 -3.974 -0.849 0.004
O -1.131 -2.005 -0.980 0.008
H -1.976 -1.102 1.955 0.001
H -3.286 -0.466 1.225 0.000
H -3.207 -2.984 1.152 0.000
O -0.369 2.741 2.859 0.000
S -0.306 1.429 2.240 0.003
O -1.200 0.464 2.880 -0.001
O -0.526 1.484 0.795 0.012
C 1.287 0.762 2.753 0.001
C 1.932 1.442 3.766 0.000
C 2.969 0.846 4.465 0.000
C 3.340 -0.452 4.154 0.000
C 2.699 -1.131 3.133 0.000
C 1.661 -0.530 2.424 0.000
P 0.713 -1.402 1.119 0.000
C -0.087 -2.628 2.240 -0.001
C -0.452 -2.284 3.542 0.000
C -1.112 -3.191 4.352 0.000
C -1.395 -4.466 3.888 0.000
C -1.046 -4.817 2.593 0.000
C -0.421 -3.897 1.767 0.000
C 2.126 -2.424 0.504 0.000
C 2.487 -3.677 0.992 0.000
C 3.586 -4.343 0.479 0.000
C 4.358 -3.766 -0.514 0.000
C 4.028 -2.506 -0.983 0.000
C 2.921 -1.848 -0.481 0.000
H 1.577 2.429 4.010 0.000
H 3.458 1.375 5.271 0.000
H 4.125 -0.941 4.714 0.000
H 2.977 -2.152 2.906 0.000
H -0.263 -1.285 3.906 0.000
H -1.406 -2.896 5.351 0.000
H -1.897 -5.182 4.526 0.000
H -1.269 -5.804 2.209 0.000
H -0.199 -4.165 0.744 0.000
H 1.912 -4.148 1.776 0.000
H 3.841 -5.320 0.864 0.000
H 5.213 -4.294 -0.913 0.000
H 4.637 -2.030 -1.739 0.000
H 2.668 -0.861 -0.828 0.000
C -3.769 2.131 4.379 0.000
N -3.470 2.613 3.053 0.000
C -2.829 3.780 2.868 0.001
C -2.404 4.160 1.639 0.000
C -2.570 3.226 0.580 0.002
N -3.276 2.123 0.746 0.004
C -3.720 1.764 1.958 0.001
O -4.354 0.731 2.148 0.000
N -2.089 3.509 -0.659 0.001
H -4.127 2.950 5.004 0.000
H -2.878 1.681 4.824 0.000
H -4.542 1.368 4.285 0.000
H -2.665 4.379 3.756 0.000
H -1.865 5.079 1.487 0.000
H -1.173 3.940 -0.683 0.000
H -2.160 2.724 -1.295 0.001
```

ORCA calculation (ωB97M-V/def2-TZVPD) on C40H38AsF9HfN3O10P as an isolated structure.

E_LUMO	-7.95	eV
total charge	+2
gap between HOMO and LUMO	4.405	eV
E_tot	-162926.2102	eV
spin multiplicity	1

```
103
Properties=species:S:1:pos:R:3:lowdin_charge:R:1
Hf 0.219 0.909 2.976 1.856
O 1.988 -2.614 5.402 0.168
C 1.526 -1.709 4.558 -0.420
O 1.909 -0.515 4.485 0.049
C 0.513 -2.191 3.660 -0.148
C 0.377 -3.571 3.515 0.103
C -0.417 -4.014 2.415 0.061
C -1.170 -3.078 1.696 0.084
C -1.099 -1.726 2.086 -0.145
N -0.160 -1.265 2.942 0.075
C -1.880 -0.694 1.491 -0.359
O -2.896 -0.917 0.679 0.231
O -1.603 0.494 1.801 0.011
H 2.686 -2.164 5.963 0.193
H 0.905 -4.194 4.230 0.144
H -0.341 -5.073 2.126 0.146
H -1.845 -3.441 0.882 0.155
H -3.027 -1.869 0.584 0.130
C -0.109 4.979 1.023 0.005
C -0.698 3.542 1.022 -0.480
C -1.369 3.185 -0.272 -0.002
O 0.447 2.647 1.165 -0.127
C -1.538 3.412 2.387 -0.512
O -2.585 4.045 2.427 0.107
O -0.971 2.713 3.370 -0.197
H 0.679 5.019 0.286 0.079
H 0.332 5.236 2.066 0.133
H -0.890 5.693 0.742 0.101
H -0.576 3.245 -1.061 0.088
H -2.144 3.879 -0.557 0.101
H -1.652 2.086 -0.215 0.100
H 1.081 2.554 0.428 0.129
C -0.430 0.122 7.869 -0.184
As -0.617 1.450 6.490 1.139
C 0.785 2.750 6.669 -0.176
C -2.112 2.705 6.390 -0.153
O -0.526 0.744 4.909 -0.598
H -0.479 0.599 8.875 0.072
H 0.542 -0.372 7.743 0.042
H -1.224 -0.640 7.847 0.055
H 0.548 3.551 7.385 0.070
H 0.880 3.173 5.659 0.049
H 1.662 2.290 7.054 0.033
H -2.243 3.033 7.437 0.061
H -3.030 2.236 6.053 0.053
H -1.790 3.470 5.711 0.035
F -5.826 2.137 -6.488 0.132
C -4.657 2.338 -5.805 -0.517
F -5.080 3.066 -4.691 0.086
F -3.915 3.227 -6.525 0.128
C -3.885 1.187 -5.381 -0.132
C -2.715 0.780 -6.038 0.033
C -1.791 0.134 -5.242 -0.074
C -2.029 -0.196 -3.905 -0.414
C -3.369 -0.064 -3.388 -0.049
C -4.318 0.641 -4.166 0.008
P -0.813 -0.911 -2.870 1.047
C -0.751 -2.582 -3.402 -0.397
C 0.139 -3.405 -2.693 -0.102
C -0.101 -4.769 -2.599 0.004
C -1.292 -5.268 -3.155 -0.123
C -1.962 -4.513 -4.125 0.001
C -1.700 -3.189 -4.212 -0.064
C -1.861 -6.574 -2.804 -0.573
F -1.862 -7.559 -3.762 0.135
F -1.191 -7.036 -1.732 0.124
F -3.155 -6.426 -2.465 0.142
C 0.710 -0.232 -3.457 -0.376
C 1.797 -0.886 -4.060 -0.054
C 3.005 -0.249 -4.275 0.001
C 3.113 1.086 -3.901 -0.120
C 2.012 1.794 -3.415 -0.015
C 0.826 1.154 -3.198 -0.096
C 4.400 1.787 -4.224 -0.538
F 5.507 0.995 -3.973 0.093
F 4.600 2.166 -5.519 0.129
F 4.591 2.951 -3.595 0.137
H -2.473 1.081 -7.092 0.155
H -0.812 -0.150 -5.572 0.110
H -3.653 -0.480 -2.392 0.103
H -5.340 0.673 -3.746 0.142
H 0.992 -2.923 -2.194 0.103
H 0.519 -5.370 -1.954 0.116
H -2.724 -4.964 -4.793 0.152
H -2.297 -2.504 -4.863 0.128
H 1.698 -1.916 -4.379 0.110
H 3.829 -0.827 -4.663 0.132
H 2.126 2.871 -3.170 0.138
H 0.002 1.772 -2.788 0.106
C 4.362 -1.064 -0.678 0.003
N 3.798 -0.210 0.380 -0.040
C 4.630 0.434 1.229 -0.028
C 4.212 1.130 2.331 0.046
C 2.779 1.308 2.508 -0.494
O 2.147 2.064 3.328 -0.081
N 2.014 0.472 1.777 0.007
C 2.380 -0.149 0.592 -0.467
O 1.623 -0.733 -0.132 0.069
H 4.946 -0.434 -1.400 0.107
H 3.510 -1.497 -1.216 0.079
H 5.052 -1.870 -0.296 0.118
H 5.661 0.415 0.864 0.152
H 4.931 1.576 2.993 0.116
```